(1)
Below is a 4-piece molecular cluster, CH8O3 overall in a non-equilibrium geometry, with properties calculated with wB97M-V/def2-TZVPD.

```
! RIJCOSX wB97M-V def2-TZVPD def2/J DEFGRID3
* xyz 0 1
C -0.43654 1.58430 1.04898
O -1.26683 1.26604 -0.06378
H -1.01518 1.78330 1.92770
H 0.21635 2.46741 0.87438
H 0.20385 0.67541 1.31847
H -1.24474 0.32250 -0.04529
H -0.23142 -2.53320 0.14213
H 0.26699 -2.12095 -0.50003
O -0.77614 -1.56935 0.17833
H 1.64273 -0.20085 -2.23256
H 1.18642 -0.69559 -0.89847
O 1.45451 -0.97901 -1.74986
*
```

Lowest unoccupied orbital energy   -0.030 Ha
HOMO-LUMO gap   9.331 eV
DFT total energy   -268.442907 Ha

These are the Mulliken partial charges, in e, on atoms 1 to 8: C -0.55; O -0.49; H 0.25; H 0.23; H 0.21; H 0.40; H 0.30; H 0.26

(2)
Below is a 4-piece molecular cluster, CH8O5 overall in a non-equilibrium geometry, with properties calculated with wB97M-V/def2-TZVPD.

```
! RIJCOSX wB97M-V def2-TZVPD def2/J DEFGRID3
* xyz 0 1
O 1.21239 -2.63745 -0.74236
C 1.64552 -1.50892 -0.89105
O 1.05175 -0.50754 -0.27433
H 2.53664 -1.17053 -1.43200
H 1.21464 0.30790 -0.66734
H -0.04546 2.05262 -0.06728
H 1.00524 3.34072 0.08653
O 0.87782 2.46316 -0.29116
H -1.70782 1.20255 1.71496
H -0.38444 1.17723 2.24589
O -0.85127 1.65118 1.54375
H -3.37296 -0.30727 -0.65866
H -2.49095 -1.27190 0.08268
O -3.11919 -0.50408 0.26928
*
```

Lowest unoccupied orbital energy   0.017 Ha
HOMO-LUMO gap   11.211 eV
SMILES string   O=CO.O.O.O
DFT total energy   -419.085912 Ha

These are the Mulliken partial charges, in e, on atoms 1 to 8: O -0.50; C 0.24; O -0.33; H 0.28; H 0.33; H 0.40; H 0.28; O -0.70

(3)
Below is a 4-piece molecular cluster, CH8O5 overall in a non-equilibrium geometry, with properties calculated with wB97M-V/def2-TZVPD.

```
! RIJCOSX wB97M-V def2-TZVPD def2/J DEFGRID3
* xyz 0 1
O -1.79965 1.18118 1.18788
C -2.38337 0.25641 0.70988
O -1.76272 -0.95687 0.53736
H -3.43749 0.17277 0.41914
H -1.00070 -0.81689 -0.06135
H 0.20887 -1.51523 -1.77837
H 0.53485 -0.13909 -1.30544
O -0.14978 -0.61824 -1.79728
H 2.28362 -1.52204 0.55846
H 2.44498 -0.58579 -0.66532
O 1.82673 -1.18777 -0.21763
H 1.09794 2.65708 0.64370
H 0.75479 1.33744 1.20126
O 1.38193 1.73703 0.56772
*
```

Lowest unoccupied orbital energy   0.016 Ha
HOMO-LUMO gap   11.242 eV
SMILES string   O=CO.O.O.O
DFT total energy   -419.096123 Ha

These are the Mulliken partial charges, in e, on atoms 1 to 8: O -0.44; C 0.22; O -0.47; H 0.34; H 0.36; H 0.32; H 0.41; O -0.72

(4)
Below is a 2-piece molecular cluster, CH9N2O overall in a non-equilibrium geometry, with properties calculated with wB97M-V/def2-TZVPD.

```
! RIJCOSX wB97M-V def2-TZVPD def2/J DEFGRID3
* xyz 1 1
N 2.62550 1.23113 0.72985
H 2.52758 2.14895 0.33752
H 3.35771 0.70029 0.28596
H -0.27285 0.93155 -0.74516
H 2.83859 1.34350 1.70722
N -0.17668 0.28468 0.03306
C -0.88429 -1.05311 -0.23425
O -2.15172 -0.73334 -0.63460
H 0.84858 0.18071 0.10727
H -0.71486 0.70450 0.77492
H -0.77010 -1.56640 0.73255
H -0.23451 -1.62411 -0.90413
H -2.48629 -1.39228 -1.24129
*
```

Lowest unoccupied orbital energy   -0.124 Ha
HOMO-LUMO gap   11.441 eV
DFT total energy   -227.995234 Ha

These are the Mulliken partial charges, in e, on atoms 1 to 8: N -0.82; H 0.26; H 0.26; H 0.34; H 0.25; N -0.31; C -0.30; O -0.46

(5)
Below is a 3-piece molecular cluster, CH9N2O2 overall in a non-equilibrium geometry, with properties calculated with wB97M-V/def2-TZVPD.

```
! RIJCOSX wB97M-V def2-TZVPD def2/J DEFGRID3
* xyz 2 2
N 1.43500 -0.06234 0.14208
C 0.81218 -0.05905 1.28801
N -0.32891 0.58541 1.52226
H 2.07820 -0.85131 -0.05377
H 1.03287 0.20808 -0.83634
H 1.29495 -0.57917 2.12398
H -0.55768 0.83545 2.48378
H -1.03703 0.62908 0.76468
H -2.26685 -2.35356 -0.86746
H -3.22234 -1.56976 0.06244
O -2.28814 -1.68417 -0.17619
H 0.58377 1.37469 -2.99272
H 0.91840 2.15363 -1.73412
O 0.89466 1.24931 -2.07904
*
```

Lowest unoccupied orbital energy (spin up / spin down)   -0.393 / -0.576 Ha
HOMO-LUMO gap (spin up / spin down)   8.078 / 3.100 eV
<S²>   0.794
DFT total energy   -302.686711 Ha

These are the Mulliken partial charges, in e, on atoms 1 to 8: N -0.07; C 0.14; N 0.00; H 0.39; H 0.35; H 0.41; H 0.36; H 0.34

(6)
Below is a 3-piece molecular cluster, CH9N3O2 overall in a non-equilibrium geometry, with properties calculated with wB97M-V/def2-TZVPD.

```
! RIJCOSX wB97M-V def2-TZVPD def2/J DEFGRID3
* xyz -1 2
N 0.29627 -2.21235 -1.01293
C 0.39325 -0.91694 -0.78812
N -0.87566 -0.22966 -0.79350
N 1.55814 -0.43512 -0.59699
H 1.04901 -2.85032 -0.89123
H -0.63631 -2.64998 -1.00867
H -1.67416 -0.57703 -0.27547
H -0.86536 0.83772 -0.75780
H 2.12660 -0.74523 -1.42267
H -0.92841 1.57685 1.10737
H -2.13048 2.54496 1.52878
O -1.87470 1.68800 1.10774
H 1.59563 0.90630 0.99885
H 0.99335 1.79623 2.28338
O 0.78213 1.41225 1.39101
*
```

Lowest unoccupied orbital energy (spin up / spin down)   0.139 / 0.154 Ha
HOMO-LUMO gap (spin up / spin down)   2.547 / 9.096 eV
<S²>   0.750
DFT total energy   -358.182279 Ha

These are the Mulliken partial charges, in e, on atoms 1 to 8: N -0.34; C -3.37; N -0.11; N 0.02; H 0.93; H 0.57; H 0.58; H 0.39

(7)
Below is a 3-piece molecular cluster, CH9N3O2 overall in a non-equilibrium geometry, with properties calculated with wB97M-V/def2-TZVPD.

```
! RIJCOSX wB97M-V def2-TZVPD def2/J DEFGRID3
* xyz 0 1
N -0.96962 -0.91560 -0.85481
C -0.43123 -1.64674 0.20863
N -0.10829 -2.93624 -0.01212
N -0.37975 -1.06203 1.45930
H -1.26484 -1.38086 -1.80715
H -1.63301 -0.25702 -0.62750
H -0.21051 -3.49854 -0.81737
H 0.12674 -3.46775 0.96800
H -0.90735 -0.12744 1.66494
H 1.14308 3.04726 -1.20237
H 2.70364 3.28359 -1.41067
O 1.99329 2.57635 -1.55539
H 0.40550 1.68909 1.89251
H -0.55962 2.19582 0.70217
O 0.09198 2.50012 1.39184
*
```

Lowest unoccupied orbital energy   0.020 Ha
HOMO-LUMO gap   9.150 eV
SMILES string   N=C(N)N.O.O
DFT total energy   -358.192906 Ha

These are the Mulliken partial charges, in e, on atoms 1 to 8: N -0.49; C 0.67; N -0.42; N -0.79; H 0.22; H 0.20; H 0.19; H 0.28

(8)
Below is a 4-piece molecular cluster, CH9N3O2 overall in a non-equilibrium geometry, with properties calculated with wB97M-V/def2-TZVPD.

```
! RIJCOSX wB97M-V def2-TZVPD def2/J DEFGRID3
* xyz 0 1
C -1.02891 -0.99265 -1.13180
N -1.24914 0.27398 -0.98027
N 0.22379 -1.47639 -1.13878
H 0.95161 -0.90959 -0.71227
H -2.21685 0.55173 -1.07606
H -0.34408 0.90118 -0.01751
H 0.35706 -2.46783 -1.08608
H -1.79982 -1.69140 -1.46959
H -0.29772 -0.42310 1.59306
N 0.54660 1.03046 0.82055
O 0.68403 2.27680 1.45604
O 1.78698 0.66989 0.18918
H 1.96408 1.32918 -0.50574
H 1.07723 2.09625 2.32548
H -0.65486 -1.16852 1.73377
*
```

Lowest unoccupied orbital energy   0.032 Ha
HOMO-LUMO gap   8.984 eV
DFT total energy   -358.069695 Ha

These are the Mulliken partial charges, in e, on atoms 1 to 8: C -0.08; N -0.53; N -0.33; H 0.31; H 0.18; H 0.39; H 0.21; H 0.34

(9)
Below is a 3-piece molecular cluster, CH9N4S overall in a non-equilibrium geometry, with properties calculated with wB97M-V/def2-TZVPD.

```
! RIJCOSX wB97M-V def2-TZVPD def2/J DEFGRID3
* xyz 1 1
C -1.28133 -0.03823 2.31603
N -1.90419 -0.79796 3.10559
N -0.86185 0.62956 1.45915
N 1.58708 -0.69628 -1.94792
N 0.57275 1.49820 -0.54741
S -0.10361 -0.88610 -2.57298
H -1.25490 -1.08152 3.82913
H -2.74022 -0.30343 3.54163
H -0.14617 1.11910 0.20272
H -0.13755 -2.24067 -2.58687
H 1.94024 -1.59593 -1.68300
H 2.11615 -0.28690 -2.66122
H 0.48551 2.52608 -0.44532
H 1.42458 1.02340 -0.46519
H 0.30351 1.13067 -1.54433
*
```

Lowest unoccupied orbital energy   -0.110 Ha
HOMO-LUMO gap   9.709 eV
DFT total energy   -660.423501 Ha

These are the Mulliken partial charges, in e, on atoms 1 to 8: C 0.19; N -0.47; N -0.39; N -0.64; N -0.49; S -0.10; H 0.30; H 0.33

(10)
Below is a 2-piece molecular cluster, CH9N5S overall in a non-equilibrium geometry, with properties calculated with wB97M-V/def2-TZVPD.

```
! RIJCOSX wB97M-V def2-TZVPD def2/J DEFGRID3
* xyz 0 3
C -0.48482 -2.46235 0.69839
N -0.19018 -1.58472 -0.34471
N -1.17417 -0.79716 -0.67144
N -1.10092 0.22368 -1.42723
N 0.19089 0.33305 -2.03773
N 1.48020 2.08843 -0.42202
S 1.80458 2.87831 1.00631
H -1.37800 -3.00634 0.55233
H 0.18661 -3.30831 0.79437
H -0.62816 -1.98723 1.73251
H 1.19692 1.07861 -0.27190
H -2.08769 -0.93098 -0.18440
H 3.01556 3.44579 0.71235
H 0.60985 -0.57142 -2.19647
H 0.62512 2.59510 -0.71011
H 0.01689 0.73110 -2.97572
*
```

Lowest unoccupied orbital energy (spin up / spin down)   0.033 / -0.038 Ha
HOMO-LUMO gap (spin up / spin down)   7.055 / 7.626 eV
<S²>   2.007
DFT total energy   -715.229203 Ha

These are the Mulliken partial charges, in e, on atoms 1 to 8: C -0.83; N -0.53; N 0.52; N -0.63; N -0.35; N -0.48; S -0.19; H 0.34